# 1
{
  "formula": "CH3ClN2",
  "method": "ωB97M-V/def2-TZVPD",
  "symbols": ["Cl", "C", "N", "N", "H", "H", "H"],
  "xyz": [[2.39805, -0.02172, -0.08065], [0.71358, 0.07676, 0.40018], [-0.06444, -0.76623, -0.37249], [-0.08818, 0.67548, -0.60360], [0.66470, 0.13571, 1.40978], [0.39276, -1.07306, -1.21604], [-0.95862, 0.97525, -0.34218]],
  "atomic_forces_ev_per_a": [[1.004, 0.461, 0.259], [1.577, -0.083, -3.408], [-2.064, -1.228, -0.549], [2.158, 0.098, -0.851], [-0.804, 0.238, 2.879], [0.646, -0.667, 0.257], [-2.516, 1.181, 1.414]],
  "e_homo_ha": -0.37288,
  "smiles": "ClC1NN1",
  "multiplicity": 1,
  "e_above_lowest_kj_mol": 292.5,
  "lumo_energy_ev": 1.13
}


# 2
{
  "formula": "C4H2F4",
  "method": "ωB97M-V/def2-TZVPD",
  "symbols": ["C", "C", "C", "C", "F", "F", "F", "F", "H", "H"],
  "xyz": [[2.95832, -0.83878, 0.07069], [2.25945, -0.02932, -0.46764], [-0.67402, 1.10734, 0.00439], [-1.41535, -0.16998, -0.19684], [-1.11655, 2.26095, -0.51388], [-0.78763, -1.23156, -0.60825], [-1.93544, -0.44393, 1.06278], [-2.57674, -0.18901, -0.86715], [3.55342, -1.59207, 0.52048], [-0.26547, 1.12637, 0.99542]],
  "atomic_forces_ev_per_a": [[-0.024, -0.160, 0.075], [-0.576, 0.399, -0.068], [0.318, 0.493, -0.731], [-3.635, -0.873, 1.253], [0.274, -1.296, 0.311], [1.605, -0.336, -0.115], [1.230, -0.193, 0.585], [0.194, 1.450, -1.553], [0.179, -0.071, 0.051], [0.435, 0.587, 0.192]],
  "e_homo_ha": [-0.41684, -0.37373],
  "multiplicity": 1,
  "e_above_lowest_kj_mol": 527.9,
  "lumo_energy_ev": [-1.09, -2.94]
}


# 3
{
  "formula": "C18H54B2F8O9RbS9",
  "method": "ωB97M-V/def2-TZVPD",
  "symbols": ["Rb", "B", "F", "F", "F", "F", "B", "F", "F", "F", "F", "C", "S", "O", "C", "H", "H", "H", "H", "H", "H", "C", "S", "O", "C", "H", "H", "H", "H", "H", "H", "C", "S", "O", "C", "H", "H", "H", "H", "H", "H", "C", "S", "O", "C", "H", "H", "H", "H", "H", "H", "C", "S", "O", "C", "H", "H", "H", "H", "H", "H", "C", "S", "O", "C", "H", "H", "H", "H", "H", "H", "C", "S", "O", "C", "H", "H", "H", "H", "H", "H", "C", "S", "O", "C", "H", "H", "H", "H", "H", "H", "C", "S", "O", "C", "H", "H", "H", "H", "H", "H"],
  "xyz": [[0.87166, -0.43506, -0.06371], [-1.16229, -2.13979, 2.16867], [-1.02068, -2.35801, 0.76812], [0.07837, -1.92741, 2.71241], [-1.92854, -1.06331, 2.23559], [-1.77539, -3.11875, 2.93203], [1.94422, -2.06360, -2.98050], [2.05079, -3.25393, -3.69291], [3.00372, -1.25907, -3.36950], [0.75954, -1.32320, -2.91840], [2.14197, -2.42192, -1.62704], [-1.79422, 0.56056, -3.17148], [-1.31857, 2.00341, -2.09554], [-1.43735, 1.49279, -0.62529], [-2.76887, 3.06777, -2.50936], [-2.64540, 0.74223, -3.82769], [-1.88457, -0.22280, -2.41897], [-0.92225, 0.28139, -3.76296], [-3.73132, 2.55612, -2.51201], [-2.60472, 3.54320, -3.47638], [-2.84796, 3.90428, -1.81504], [1.15483, 0.93143, 3.46689], [1.65030, 2.54672, 2.59662], [1.91960, 2.27113, 1.11689], [3.19844, 2.80751, 3.54201], [1.25206, 1.08916, 4.54103], [1.90783, 0.22016, 3.12754], [0.11557, 0.64428, 3.30689], [2.91734, 3.22258, 4.50990], [3.86779, 3.46284, 2.98467], [3.86660, 1.95555, 3.66787], [2.31033, -5.07610, -0.41963], [2.48520, -5.81851, 1.27737], [3.78162, -6.67508, 1.32709], [2.66880, -4.38578, 2.38464], [1.93937, -5.75293, -1.18929], [3.22359, -4.72920, -0.90305], [1.55541, -4.28984, -0.41447], [2.61348, -4.76028, 3.40679], [1.88082, -3.66768, 2.15765], [3.61679, -3.85911, 2.27493], [-0.59383, -5.32733, -5.29903], [-2.25357, -4.77384, -4.70302], [-2.52022, -5.45909, -3.36849], [-1.50509, -3.12993, -4.24652], [-0.59930, -6.41155, -5.41095], [0.24548, -5.09803, -4.64247], [-0.40246, -4.77128, -6.21680], [-1.47637, -2.40837, -5.06299], [-0.47017, -3.28870, -3.94352], [-1.93558, -2.78837, -3.30518], [-6.35010, -2.39857, -0.73566], [-5.16474, -1.38627, -1.72049], [-5.77213, -0.12442, -2.36081], [-4.08698, -0.95945, -0.29918], [-7.15554, -2.72251, -1.39477], [-6.84012, -1.85996, 0.07542], [-5.95656, -3.21704, -0.13288], [-3.31657, -0.24456, -0.58816], [-3.68368, -1.90080, 0.07401], [-4.58742, -0.44597, 0.52180], [-4.48201, 0.33774, 4.17259], [-3.93635, 1.96515, 4.78659], [-4.07434, 2.06822, 6.31080], [-2.12072, 1.88261, 4.46496], [-4.67860, -0.36020, 4.98642], [-3.78412, -0.13586, 3.48211], [-5.50718, 0.39602, 3.80689], [-1.57429, 1.38691, 5.26733], [-1.74023, 2.90302, 4.41924], [-1.84104, 1.26744, 3.60973], [5.18829, -0.73798, -0.77435], [4.82014, 0.00357, 0.86774], [3.52132, -0.74334, 1.33637], [6.18426, -0.63935, 1.89655], [5.82662, -1.59868, -0.57474], [5.63056, -0.15584, -1.58281], [4.35314, -1.30245, -1.18907], [6.34133, -0.01512, 2.77619], [7.05817, -0.58260, 1.24758], [5.96879, -1.64223, 2.26520], [-1.67446, 4.30305, 1.37810], [-1.58377, 6.07276, 1.86956], [-0.92699, 6.61536, 0.61625], [-3.38118, 6.28595, 1.50100], [-2.29999, 3.79475, 2.11188], [-0.66757, 3.92125, 1.54700], [-1.92714, 4.13290, 0.33153], [-3.65348, 7.33149, 1.35671], [-3.88285, 5.86718, 2.37338], [-3.75527, 5.79037, 0.60514], [2.59822, 2.25369, -2.39996], [4.28542, 2.74115, -3.00390], [4.14346, 2.97181, -4.50831], [4.50236, 4.49590, -2.23100], [1.86856, 2.96427, -2.78824], [2.52055, 2.33852, -1.31605], [2.53072, 1.22167, -2.74416], [3.51883, 4.96198, -2.17164], [5.10909, 5.21150, -2.78589], [5.01278, 4.44171, -1.26942]],
  "atomic_forces_ev_per_a": [[-0.007, -0.103, 0.194], [0.259, -1.829, -0.240], [0.252, -0.953, -0.233], [1.771, 0.499, 0.265], [-2.025, 3.688, 0.534], [-0.272, -1.131, -0.352], [1.319, -0.576, 1.072], [-1.159, 0.056, -0.632], [0.272, 0.876, -0.309], [-0.756, 0.093, -1.033], [0.349, -0.046, 0.941], [0.929, 0.394, 0.468], [-0.973, -0.644, 1.222], [-0.031, 0.799, -2.446], [-0.014, 0.195, 0.307], [-0.118, -0.066, 0.454], [-0.572, -0.096, -0.219], [0.047, 0.186, -0.024], [0.201, -0.383, 0.051], [0.234, -0.340, -0.187], [0.321, -0.174, 0.284], [0.799, 1.080, -0.327], [-0.367, -0.877, -0.401], [0.025, -0.069, 1.810], [0.569, -0.333, -0.576], [0.225, 0.210, 0.022], [-0.311, -0.299, -0.066], [0.317, 0.027, -0.632], [0.021, 0.062, -0.119], [-0.576, 0.623, -0.073], [-0.609, -0.636, 0.129], [0.100, 0.255, -0.023], [1.243, -1.509, -0.718], [-1.803, 1.687, -0.108], [0.443, 0.285, -0.687], [-0.202, -0.862, 0.716], [0.268, 0.372, 0.759], [0.246, 0.165, 0.395], [-0.260, -0.107, -0.176], [-0.235, -0.158, 0.200], [0.140, -0.198, -0.280], [-0.232, -0.315, 0.021], [1.668, 0.178, 2.075], [0.147, 0.631, -1.643], [0.406, -0.392, 0.473], [-0.236, 0.077, -0.459], [-0.421, 0.221, 0.456], [-0.118, -0.317, -0.281], [-0.475, 0.006, 0.079], [0.005, -0.272, -0.253], [-0.737, 0.184, -0.422], [-1.025, 0.777, 0.507], [0.357, 0.741, -0.151], [0.381, -1.742, 1.570], [-0.466, 0.401, -0.028], [0.283, -0.205, -0.133], [-0.035, 0.870, -0.236], [0.808, -0.276, -0.883], [0.202, -0.393, -0.364], [0.258, 0.081, -0.143], [-0.553, -0.182, -0.076], [-0.398, -0.673, 0.762], [0.547, 0.274, 1.375], [0.029, -0.445, -1.966], [0.070, -0.636, 0.275], [0.784, 0.122, 0.527], [-0.066, 0.253, -0.158], [0.222, 0.640, -0.676], [-0.520, 0.004, 0.528], [-0.179, -0.029, -0.257], [-0.506, 0.414, -0.494], [0.566, -1.608, 0.309], [-2.528, -1.064, 0.178], [2.254, 1.311, -0.581], [-0.104, 0.038, -0.421], [0.567, 0.125, 0.094], [-0.056, 0.583, 0.557], [-0.827, 0.712, 0.304], [-0.227, 0.278, -0.221], [0.165, -0.227, 0.223], [-0.041, -0.121, -0.469], [0.829, -0.081, 1.672], [-1.132, -0.884, -3.982], [0.297, 0.532, 1.272], [-0.177, 0.261, 0.780], [-0.322, -0.230, -0.322], [0.082, -0.028, -0.160], [-0.268, 0.467, 0.280], [0.347, 0.134, 0.445], [-0.331, 0.132, 0.014], [0.674, -0.381, -0.015], [0.946, 0.965, 0.134], [-0.072, 1.556, -1.227], [0.063, -0.291, 1.890], [-0.569, -0.566, -0.098], [0.006, -0.326, -0.478], [0.351, -0.223, 0.197], [-0.363, 0.088, -0.120], [-0.064, -0.182, 0.331], [0.130, -0.729, -0.801], [-0.455, -0.402, 0.228]],
  "e_homo_ha": -0.22604,
  "multiplicity": 1,
  "total_charge": -1,
  "lumo_energy_ev": 1.42
}